{
  "formula": "C7H10",
  "method": "ωB97M-V with the def2-TZVPD basis set",
  "relative_energy_kcal_mol": 117.31,
  "e_homo_ev": -7.64,
  "largest_force_ev_per_a": 1.35,
  "e_lumo_ev": 1.1,
  "species": ["C", "C", "C", "C", "C", "C", "C", "H", "H", "H", "H", "H", "H", "H", "H", "H", "H"],
  "coordinates": [[1.82, -0.48, -0.25], [0.97, 0.73, 0.16], [0.03, 0.99, -1.03], [-0.93, -0.17, -0.73], [-1.44, 0.21, 0.69], [0.01, -0.09, 1.08], [0.03, -1.16, 0.00], [1.18, -1.25, -0.83], [2.29, -0.92, 0.64], [1.49, 1.59, 0.57], [0.56, 0.89, -1.98], [-0.48, 1.96, -1.00], [-1.62, -0.48, -1.52], [-1.83, 1.23, 0.83], [-2.12, -0.53, 1.11], [0.36, -0.33, 2.08], [-0.31, -2.19, 0.17]]
}

---

{
  "formula": "C5H10N2",
  "method": "ωB97M-V with the def2-TZVPD basis set",
  "relative_energy_kcal_mol": 94.65,
  "e_homo_ev": [-18.05, -16.71],
  "charge": 2,
  "largest_force_ev_per_a": 4.54,
  "e_lumo_ev": [-9.4, -10.7],
  "species": ["C", "C", "C", "C", "C", "N", "N", "H", "H", "H", "H", "H", "H", "H", "H", "H", "H"],
  "coordinates": [[-0.98, 0.56, -0.01], [-3.31, -0.15, -0.03], [1.26, -0.54, -0.36], [0.45, 0.57, 0.23], [1.33, -1.83, 0.14], [-2.05, 0.08, 0.03], [1.09, 1.95, -0.05], [-4.10, -0.52, 0.74], [-3.76, -0.01, -1.05], [1.65, -0.48, -1.38], [0.38, 0.43, 1.36], [1.56, -2.67, -0.65], [0.76, -2.15, 0.97], [2.26, -2.06, 0.72], [2.12, 2.04, -0.26], [0.80, 2.70, 0.58], [0.56, 2.10, -0.97]]
}